Entry 1:
This record from the Open Molecules 2025 dataset describes a molecular structure, C37H30F6IrN3O5P2. The level of theory is ωB97M-V with the def2-TZVPD basis set.

Maximum force, eV Å⁻¹: 3.45
Net charge: -1
HOMO level (alpha / beta), Eh: -0.0924 / -0.2293
Spin multiplicity: 6
Relative energy (zero: lowest compared OMol25 entry of this formula, charge and spin), kcal per mole: 60.9
Lowest unoccupied orbital energy (alpha / beta), eV: 1.5 / -0.2
HOMO-LUMO gap (alpha / beta), eV: 4.041 / 6.020
⟨S²⟩: 8.81

Atoms and positions in Å:
Ir (0.979, -0.177, 1.840)
N (-0.041, -1.711, 2.714)
C (0.802, -2.469, 3.740)
C (2.201, -3.098, 3.159)
C (2.682, -2.715, 1.696)
O (3.616, -3.235, 1.082)
O (1.976, -1.720, 1.129)
H (-0.936, -1.372, 3.128)
H (-0.223, -2.349, 1.949)
H (0.199, -3.392, 3.942)
H (0.930, -1.967, 4.745)
H (2.088, -4.160, 3.329)
H (3.023, -2.806, 3.799)
F (2.564, 0.744, 0.583)
P (3.171, 2.377, 0.396)
F (3.771, 3.884, 0.272)
F (1.640, 2.942, 0.465)
F (3.188, 2.434, 2.015)
F (2.960, 2.103, -1.154)
F (4.636, 1.747, 0.391)
N (-1.771, 6.866, -5.591)
C (-1.487, 6.133, -4.726)
C (-1.246, 5.227, -3.652)
C (-2.174, 4.134, -3.469)
C (-1.817, 3.076, -2.654)
C (-0.547, 3.031, -2.008)
C (0.327, 4.173, -2.130)
C (-0.012, 5.234, -2.944)
C (-0.248, 1.833, -1.353)
C (-0.179, 0.748, -0.726)
H (-3.157, 4.159, -3.987)
H (-2.538, 2.281, -2.381)
H (1.239, 4.175, -1.543)
H (0.633, 6.084, -3.078)
N (0.083, -0.395, -0.098)
P (-0.641, -1.782, -0.965)
C (0.033, -1.656, -2.607)
C (-0.450, -2.373, -3.695)
C (0.058, -2.081, -4.949)
C (1.091, -1.171, -5.085)
C (1.774, -0.667, -3.970)
C (1.238, -0.930, -2.727)
C (-0.513, -3.537, -0.587)
C (-1.616, -4.376, -0.281)
C (-1.436, -5.655, 0.233)
C (-0.146, -6.088, 0.603)
C (0.958, -5.237, 0.356)
C (0.775, -4.051, -0.355)
C (-2.389, -1.339, -0.831)
C (-3.279, -1.741, -1.852)
C (-4.481, -1.085, -2.010)
C (-4.895, -0.105, -1.062)
C (-4.112, 0.089, 0.095)
C (-2.869, -0.519, 0.229)
H (-1.310, -3.056, -3.500)
H (-0.399, -2.460, -5.898)
H (1.353, -0.829, -6.112)
H (2.688, -0.065, -4.090)
H (1.635, -0.553, -1.806)
H (-2.632, -4.059, -0.506)
H (-2.257, -6.358, 0.333)
H (0.023, -7.116, 0.945)
H (1.973, -5.546, 0.641)
H (1.682, -3.469, -0.640)
H (-2.997, -2.473, -2.584)
H (-5.038, -1.266, -2.923)
H (-5.807, 0.495, -1.207)
H (-4.390, 0.817, 0.882)
H (-2.204, -0.330, 1.065)
O (2.182, 3.529, 5.340)
C (1.170, 3.194, 4.571)
C (0.468, 4.221, 3.929)
C (-0.259, 3.971, 2.750)
C (-0.640, 2.665, 2.457)
C (-0.053, 1.597, 3.195)
C (0.943, 1.849, 4.151)
C (2.125, 0.924, 4.358)
O (3.044, 1.147, 5.152)
O (2.157, -0.130, 3.470)
H (2.713, 2.667, 5.518)
H (0.558, 5.273, 4.283)
H (-0.383, 4.829, 2.084)
H (-1.287, 2.425, 1.589)
H (-0.489, 0.592, 3.132)

Entry 2:
This record from the Open Molecules 2025 dataset describes a molecular structure, C37H31BrN3O5S2W. The level of theory is ωB97M-V with the def2-TZVPD basis set.

Maximum force, eV Å⁻¹: 2.30
Net charge: +1
HOMO level (alpha / beta), Eh: -0.3394 / -0.3392
Relative energy (zero: lowest compared OMol25 entry of this formula, charge and spin), kcal per mole: 28.8
Lowest unoccupied orbital energy (alpha / beta), eV: -4.4 / -4.4
HOMO-LUMO gap (alpha / beta), eV: 4.865 / 4.860

Atoms and positions in Å:
W (0.306, 0.804, -1.717)
C (1.113, 1.852, 2.506)
C (1.250, 1.292, 1.122)
N (0.236, 1.326, 0.299)
N (-0.971, 1.853, 0.791)
C (-1.679, 2.469, -0.094)
S (-1.308, 2.706, -1.781)
S (-3.216, 3.161, 0.379)
C (-3.421, 2.478, 2.035)
C (-3.921, 1.050, 2.111)
C (-3.926, 0.181, 1.025)
C (-4.356, -1.131, 1.174)
C (-4.780, -1.596, 2.410)
C (-4.791, -0.732, 3.495)
C (-4.371, 0.581, 3.342)
C (2.554, 0.754, 0.725)
C (3.678, 1.077, 1.504)
C (4.944, 0.664, 1.155)
C (5.123, -0.107, 0.009)
C (4.040, -0.463, -0.767)
C (2.760, -0.040, -0.422)
O (1.740, -0.424, -1.211)
H (0.074, 2.012, 2.762)
H (1.624, 2.817, 2.551)
H (1.583, 1.186, 3.227)
H (-4.123, 3.146, 2.535)
H (-2.463, 2.577, 2.546)
H (-3.624, 0.532, 0.046)
H (-4.373, -1.789, 0.312)
H (-5.119, -2.618, 2.522)
H (-5.138, -1.076, 4.460)
H (-4.392, 1.252, 4.194)
H (3.561, 1.684, 2.389)
H (5.792, 0.942, 1.765)
H (6.116, -0.427, -0.279)
H (4.155, -1.069, -1.656)
C (-0.112, -5.886, 2.407)
O (-0.327, -4.592, 1.846)
C (-0.581, -3.565, 2.695)
C (-0.627, -3.694, 4.078)
C (-0.925, -2.601, 4.879)
C (-1.193, -1.366, 4.315)
C (-1.150, -1.228, 2.939)
C (-0.834, -2.308, 2.129)
N (-0.836, -2.065, 0.728)
C (-0.291, -2.776, -0.221)
C (-0.305, -2.479, -1.610)
C (0.260, -3.432, -2.477)
C (0.291, -3.238, -3.836)
C (-0.272, -2.080, -4.384)
C (-0.832, -1.113, -3.577)
C (-0.804, -1.266, -2.175)
O (-1.299, -0.291, -1.376)
H (0.080, -6.545, 1.566)
H (-0.999, -6.227, 2.943)
H (0.751, -5.883, 3.074)
H (-0.439, -4.653, 4.537)
H (-0.957, -2.730, 5.953)
H (-1.448, -0.518, 4.935)
H (-1.389, -0.280, 2.474)
H (-1.329, -1.218, 0.442)
H (0.189, -3.692, 0.090)
H (0.668, -4.340, -2.050)
H (0.727, -3.987, -4.482)
H (-0.275, -1.942, -5.457)
H (-1.308, -0.233, -3.994)
Br (1.944, 4.587, -7.895)
C (2.183, 4.620, -6.025)
C (2.711, 5.753, -5.420)
C (2.889, 5.785, -4.043)
C (2.545, 4.690, -3.271)
C (2.013, 3.564, -3.893)
C (1.826, 3.518, -5.272)
C (1.627, 2.412, -3.080)
O (0.982, 1.413, -3.590)
O (1.814, 2.348, -1.830)
H (2.979, 6.607, -6.026)
H (3.297, 6.672, -3.579)
H (2.673, 4.697, -2.198)
H (1.407, 2.637, -5.737)

Entry 3:
This record from the Open Molecules 2025 dataset describes a molecular structure, C37H31Cl2MnN4O4. The level of theory is ωB97M-V with the def2-TZVPD basis set.

Maximum force, eV Å⁻¹: 1.49
Net charge: 0
HOMO level (alpha / beta), Eh: -0.2821 / -0.2820
Spin multiplicity: 5
Relative energy (zero: lowest compared OMol25 entry of this formula, charge and spin), kcal per mole: 0.0
Lowest unoccupied orbital energy (alpha / beta), eV: -1.0 / -1.4
HOMO-LUMO gap (alpha / beta), eV: 6.669 / 6.254
⟨S²⟩: 6.05

Atoms and positions in Å:
Mn (-1.196, -0.918, -1.900)
C (-2.434, -3.769, 0.918)
C (-2.400, -2.398, 1.539)
C (-2.271, -2.246, 2.913)
C (-2.220, -0.988, 3.488)
C (-2.290, 0.140, 2.688)
C (-2.426, 0.025, 1.311)
C (-2.538, 1.275, 0.472)
C (-2.490, -1.254, 0.750)
N (-2.618, -1.391, -0.681)
C (-3.825, -1.772, -1.205)
O (-4.844, -2.067, -0.630)
C (-3.756, -1.776, -2.716)
C (-4.751, -2.146, -3.583)
C (-4.487, -2.077, -4.948)
C (-3.247, -1.638, -5.405)
C (-2.307, -1.284, -4.473)
N (-2.580, -1.364, -3.175)
C (-0.903, -0.790, -4.743)
O (-0.494, -0.642, -5.869)
N (-0.258, -0.560, -3.561)
C (1.110, -0.110, -3.600)
C (1.360, 1.257, -3.740)
C (0.219, 2.232, -3.875)
C (2.678, 1.697, -3.747)
C (3.725, 0.799, -3.616)
C (3.460, -0.553, -3.474)
C (2.153, -1.029, -3.461)
C (1.906, -2.510, -3.335)
H (-2.092, -4.520, 1.628)
H (-1.792, -3.817, 0.037)
H (-3.448, -4.028, 0.605)
H (-2.197, -3.130, 3.536)
H (-2.112, -0.885, 4.564)
H (-2.228, 1.128, 3.135)
H (-2.193, 2.145, 1.031)
H (-3.574, 1.452, 0.166)
H (-1.943, 1.234, -0.426)
H (-5.702, -2.469, -3.177)
H (-5.251, -2.368, -5.659)
H (-2.993, -1.569, -6.454)
H (-0.532, 2.068, -3.105)
H (-0.275, 2.121, -4.844)
H (0.574, 3.257, -3.790)
H (2.882, 2.759, -3.849)
H (4.749, 1.154, -3.622)
H (4.280, -1.257, -3.364)
H (2.750, -3.001, -2.850)
H (1.769, -2.968, -4.322)
H (1.026, -2.736, -2.755)
Cl (0.022, -0.755, 4.766)
C (1.484, -0.053, 5.373)
C (1.775, -0.180, 6.720)
C (2.929, 0.391, 7.229)
C (3.796, 1.063, 6.387)
C (3.508, 1.158, 5.036)
Cl (4.664, 1.927, 4.002)
C (2.337, 0.622, 4.486)
N (2.058, 0.709, 3.116)
C (1.798, 1.924, 2.459)
C (1.633, 3.120, 3.157)
C (1.340, 4.301, 2.490)
C (1.195, 4.310, 1.112)
C (1.372, 3.121, 0.417)
C (1.687, 1.930, 1.064)
C (1.964, 0.694, 0.241)
C (0.890, -0.363, 0.365)
O (0.689, -0.962, 1.399)
O (0.172, -0.538, -0.728)
H (1.084, -0.712, 7.363)
H (3.157, 0.305, 8.285)
H (4.713, 1.498, 6.764)
H (1.608, -0.095, 2.699)
H (1.718, 3.118, 4.238)
H (1.219, 5.217, 3.057)
H (0.959, 5.228, 0.585)
H (1.289, 3.111, -0.667)
H (2.900, 0.227, 0.566)
H (2.062, 0.974, -0.806)